# 1
83
Properties=species:S:1:pos:R:3:forces:R:3 method="wB97M-V/def2-TZVPD" charge=-1 orbital_gap_ev=4.428
Tl -0.6555 0.2321 0.4346 -0.23 0.27 0.03
C 3.5386 3.7698 0.6672 0.09 0.08 0.03
C 3.6245 2.3186 1.0026 0.88 -0.10 0.65
C 4.5065 1.8335 1.9618 -0.65 0.27 -0.49
C 4.4405 0.4654 2.3022 -0.19 0.09 -0.19
N 3.5509 -0.3226 1.7838 -0.04 -0.52 -0.06
N 2.7313 0.1023 0.7935 0.49 1.06 0.24
B 1.9926 -0.9563 0.1732 -0.60 0.27 -0.82
N 2.0968 -1.1093 -1.2828 -0.36 0.13 -0.33
N 3.3601 -1.1377 -1.7230 0.70 0.13 0.06
C 3.6361 -1.4238 -2.9432 -0.01 0.06 0.39
C 2.5827 -1.7074 -3.8849 -0.39 0.03 0.13
C 1.2990 -1.5836 -3.5188 0.20 0.09 -0.04
C 0.1560 -1.8420 -4.4362 0.08 -0.06 -0.04
C 0.9575 -1.1074 -2.1399 0.10 -0.54 0.70
S -0.4476 -1.9908 -1.4029 -0.15 0.08 0.16
C 5.1023 -1.4376 -3.3335 0.14 0.07 0.10
C 5.4386 -2.7171 -4.1073 -0.07 0.19 0.12
C 5.3657 -0.2172 -4.2219 -0.03 -0.14 0.11
C 5.9722 -1.3618 -2.0757 -0.10 0.06 -0.21
N 1.8610 -2.2522 0.9000 -0.53 -0.85 0.97
N 2.5402 -3.2220 0.3045 0.39 -0.35 -0.36
C 2.4634 -4.4542 0.7115 -0.15 0.19 0.14
C 1.6017 -4.8163 1.7734 -0.25 0.50 0.16
C 0.9029 -3.8296 2.4127 0.26 -0.61 -0.28
C -0.0544 -4.0896 3.5218 0.03 -0.10 -0.01
C 1.0731 -2.4799 1.9844 -0.03 0.44 -0.09
S 0.3030 -1.2232 2.7927 -0.16 0.37 0.03
C 3.4343 -5.3950 0.0211 0.15 0.01 -0.15
C 3.2293 -6.8603 0.4060 -0.01 0.33 -0.02
C 3.2820 -5.2421 -1.4958 0.02 0.00 0.17
C 4.8309 -4.9254 0.4559 -0.13 -0.10 -0.10
C 2.7656 1.4245 0.3726 -1.09 -0.48 -0.60
S 1.5499 2.0967 -0.7023 0.02 -0.66 0.77
C 5.4571 -0.2266 3.1949 0.11 -0.20 0.19
C 5.2757 -1.7435 3.0902 0.04 0.18 0.03
C 5.3026 0.1878 4.6604 -0.04 0.01 -0.15
C 6.8666 0.1295 2.7015 -0.19 0.02 0.01
H 4.3198 4.3352 1.1693 0.06 0.00 0.01
H 2.5689 4.1446 0.9936 -0.07 0.15 0.03
H 3.5995 3.9140 -0.4099 0.06 0.10 -0.02
H 5.1969 2.4983 2.4505 0.15 0.13 0.06
H 2.8210 -2.0425 -4.8837 0.03 0.01 -0.14
H 0.5185 -2.0358 -5.4433 -0.02 0.00 -0.12
H -0.4983 -0.9718 -4.4353 -0.16 -0.02 -0.08
H -0.4174 -2.6958 -4.0761 -0.08 0.05 -0.08
H 4.9008 -2.7518 -5.0511 -0.04 -0.09 -0.14
H 5.1724 -3.5939 -3.5216 -0.02 -0.15 0.04
H 6.5047 -2.7556 -4.3247 0.12 0.00 -0.04
H 4.7482 -0.2638 -5.1152 -0.06 0.06 -0.19
H 6.4114 -0.1735 -4.5204 0.15 0.00 -0.07
H 5.1134 0.6938 -3.6861 -0.01 0.15 0.06
H 5.8216 -2.2474 -1.4640 0.00 -0.10 0.14
H 5.6953 -0.4977 -1.4776 0.05 0.06 0.07
H 7.0257 -1.2922 -2.3431 0.11 -0.01 -0.10
H 1.4791 -5.8476 2.0673 0.03 -0.09 0.04
H -0.1223 -5.1467 3.7604 0.06 -0.16 -0.02
H -1.0348 -3.7165 3.2330 -0.12 0.04 0.07
H 0.2466 -3.5262 4.4017 -0.06 0.00 0.13
H 2.2209 -7.1862 0.1636 -0.15 -0.10 0.01
H 3.4143 -7.0223 1.4649 -0.02 -0.08 0.17
H 3.9259 -7.4800 -0.1542 0.08 -0.06 -0.05
H 2.2831 -5.5383 -1.8077 -0.13 -0.03 -0.08
H 4.0073 -5.8706 -2.0091 0.12 -0.07 -0.08
H 3.4309 -4.2048 -1.7815 0.01 0.11 -0.08
H 4.9244 -4.9678 1.5400 0.06 -0.01 0.13
H 4.9711 -3.8935 0.1429 0.08 0.07 -0.02
H 5.6053 -5.5477 0.0136 0.13 -0.10 -0.09
H 4.3008 -2.0315 3.4696 -0.12 -0.13 0.02
H 6.0486 -2.2519 3.6634 0.11 -0.02 0.12
H 5.3350 -2.0575 2.0529 0.03 -0.14 -0.12
H 4.3841 -0.2238 5.0726 -0.12 0.03 0.06
H 5.2756 1.2689 4.7732 0.03 0.15 0.03
H 6.1432 -0.2002 5.2354 0.04 -0.01 0.08
H 6.9641 -0.0734 1.6370 0.03 -0.02 -0.12
H 7.5962 -0.4767 3.2345 0.10 -0.03 0.07
H 7.1030 1.1764 2.8749 0.04 0.14 0.00
Se -0.1233 2.6875 2.2763 0.48 -0.50 -0.33
Se -2.2651 3.2523 2.8209 -0.64 0.09 -0.06
Te -3.4649 3.2521 0.5805 0.20 0.03 0.19
Se -3.5571 0.8145 0.1076 1.16 -0.30 0.16
O 0.4269 0.2530 -2.1732 -0.36 1.09 0.11
O 1.4927 1.2573 -2.1114 0.37 -0.47 -1.05

---

# 2
88
Properties=species:S:1:pos:R:3:forces:R:3 method="wB97M-V/def2-TZVPD" spin_multiplicity=2 charge=-2 orbital_gap_ev="5.182 / 6.130"
Cd -0.4710 -1.4345 1.8264 0.00 -0.13 -0.02
O -3.5424 0.7393 -0.8086 0.18 -0.35 0.40
C -3.5097 0.7501 -2.2136 0.05 0.02 -0.28
C -2.3035 0.0232 -2.7978 -0.01 -0.03 0.02
C -0.9789 0.3662 -2.1017 -0.02 -0.05 0.11
C -0.7867 1.8356 -1.8564 0.07 0.01 0.10
C -0.8228 2.7482 -2.9143 -0.04 0.03 0.02
C -0.6540 4.0962 -2.6626 0.00 -0.01 0.00
C -0.4509 4.5113 -1.3545 -0.04 0.03 0.07
C -0.4270 3.5442 -0.3619 -0.19 -0.13 0.01
N -0.5887 2.2419 -0.5995 -0.04 0.03 0.06
H -3.1092 -0.0753 -0.4808 -0.13 0.06 -0.14
H -3.4803 1.8058 -2.5097 -0.02 -0.03 0.00
H -4.4297 0.3177 -2.6287 0.02 -0.02 0.03
H -2.2634 0.2583 -3.8684 0.02 -0.01 0.01
H -2.4490 -1.0567 -2.7127 -0.05 0.01 0.01
H -0.1422 0.0051 -2.7040 0.02 -0.01 -0.03
H -0.8946 -0.1666 -1.1514 -0.04 0.17 -0.10
H -0.9863 2.3866 -3.9228 0.00 0.00 0.00
H -0.6784 4.8148 -3.4739 0.00 0.00 0.01
H -0.3178 5.5555 -1.1040 0.00 0.00 0.00
H -0.2984 3.8134 0.6826 0.03 0.02 -0.02
O -6.5554 -3.1822 1.6932 -0.05 0.00 0.00
C -5.3985 -2.8142 1.7208 0.07 0.01 0.01
C -4.4920 -2.6111 0.5336 0.00 -0.02 0.03
O -4.7882 -2.7831 -0.6421 -0.02 0.03 -0.02
C -3.2335 -2.1289 1.0798 0.22 0.19 -0.28
C -3.2953 -2.0014 2.4954 -0.01 -0.08 0.10
O -2.3484 -1.5394 3.1880 0.00 -0.03 0.02
C -4.6254 -2.4237 2.9596 0.08 -0.14 -0.12
O -5.0651 -2.4129 4.0983 -0.02 -0.05 0.07
O -2.1992 -1.7655 0.4009 -0.19 0.10 0.07
N 0.4164 0.7957 2.4551 -0.02 -0.04 -0.10
N 1.6496 0.6472 3.1511 0.03 -0.04 -0.10
C 2.1165 -0.6659 3.2515 0.01 -0.03 -0.09
N 3.4788 -0.7949 3.3319 -0.02 -0.06 -0.06
N 1.2302 -1.5960 3.2963 0.00 0.03 0.22
N 1.5321 -2.9605 3.1809 0.04 -0.02 -0.03
O 0.6617 -3.5187 2.3713 0.03 0.04 -0.05
O 2.7502 -3.3795 3.2617 -0.03 0.04 -0.03
H 0.6035 1.1331 1.5124 0.01 0.01 -0.04
H -0.1723 1.4763 2.9328 -0.04 0.04 0.03
H 2.3680 1.2013 2.7008 0.03 0.01 0.02
H 3.9186 -0.2731 2.5791 0.00 0.01 0.00
H 3.6937 -1.7959 3.3081 0.00 0.01 0.02
C 4.4711 1.0317 -2.2312 0.00 -0.01 0.00
C 3.0079 1.4651 -2.2465 0.01 0.01 -0.01
C 2.8300 2.7842 -1.5017 -0.02 0.00 -0.04
C 2.5190 1.6018 -3.6842 -0.02 0.00 -0.01
O 2.1455 0.4663 -1.6784 0.00 -0.01 -0.01
P 2.4131 -0.2962 -0.2674 -0.09 0.07 -0.07
O 3.0908 0.6445 0.6728 0.00 -0.06 0.10
O 1.1036 -0.9381 0.0710 0.08 0.05 0.04
O 3.5134 -1.4053 -0.6548 -0.01 -0.11 0.04
C 3.2585 -2.6642 -1.3275 0.04 0.11 -0.03
C 2.6803 -3.6704 -0.3489 -0.05 -0.02 0.06
C 2.3341 -2.4730 -2.5257 0.00 -0.01 -0.01
C 4.6400 -3.1072 -1.7951 0.00 0.00 0.00
H 5.0759 1.7921 -2.7323 0.00 0.00 0.00
H 4.5949 0.0820 -2.7540 0.00 0.00 0.00
H 4.8254 0.9102 -1.2086 0.00 0.00 0.00
H 3.4077 3.5721 -1.9938 0.01 0.00 -0.01
H 3.1636 2.6745 -0.4717 0.00 0.00 0.01
H 1.7780 3.0717 -1.5015 0.12 -0.02 -0.04
H 3.0971 2.3620 -4.2149 0.01 0.01 -0.01
H 1.4666 1.8915 -3.6911 0.09 -0.02 -0.01
H 2.6209 0.6494 -4.2078 0.01 -0.01 -0.01
H 1.6805 -3.3888 -0.0280 -0.03 0.03 0.02
H 3.2923 -3.7410 0.5504 0.03 0.00 0.03
H 2.6301 -4.6558 -0.8207 0.00 0.00 0.00
H 1.3523 -2.1294 -2.2011 0.00 0.00 0.00
H 2.2155 -3.4295 -3.0398 0.00 -0.01 0.00
H 2.7476 -1.7444 -3.2268 0.00 -0.01 0.01
H 5.3029 -3.2144 -0.9355 0.00 0.00 0.00
H 5.0687 -2.3690 -2.4769 -0.01 -0.01 0.01
H 4.5738 -4.0679 -2.3099 0.00 0.00 0.00
O -1.5970 2.6686 3.2619 -0.03 0.08 -0.01
N -2.6845 1.9522 3.2749 -0.02 -0.05 0.03
C -3.2276 1.5870 4.4562 -0.02 0.00 -0.03
C -4.3895 0.8519 4.5091 0.00 0.01 -0.02
C -5.0297 0.4859 3.3362 -0.08 0.12 0.00
C -4.4434 0.8397 2.1328 0.04 0.04 -0.01
C -3.2636 1.5555 2.1209 0.06 -0.05 0.06
H -2.6584 1.9058 5.3149 0.00 0.00 0.00
H -4.7681 0.5418 5.4725 -0.01 -0.01 -0.01
H -5.9268 -0.1168 3.3631 0.02 0.06 0.01
H -4.8483 0.5345 1.1781 -0.06 0.05 0.03
H -2.7250 1.8024 1.2189 0.01 0.13 -0.03